Below is a structure of composition C15H20FOTm in a non-equilibrium geometry, with properties calculated with ωB97M-V/def2-TZVPD.

Calculated values
- Energy: -50173.7064 eV
- Strongest force on any atom: 1.45 eV Å⁻¹
- E_LUMO (alpha / beta): 5.0 / 5.0 eV
- Gap between HOMO and LUMO (alpha / beta): 2.264 / 2.265 eV

Geometry as ORCA input:
```
! wB97M-V def2-TZVPD RIJCOSX def2/J DEFGRID3
* xyz -2 3
C 0.740 2.863 -1.320
O 0.187 -0.152 -1.072
H -2.624 -4.048 -0.909
C 0.395 -1.387 -1.673
H -1.017 0.540 2.525
C -2.060 -3.232 -0.421
H 1.257 1.734 3.403
C 0.010 0.198 2.357
C -0.932 -1.910 -2.287
H -3.432 -0.980 -0.116
H -0.737 -2.890 -2.735
H -1.400 2.440 -0.752
H 1.159 -1.280 -2.462
C 1.207 0.828 2.799
H -0.618 3.087 1.744
C 0.028 3.038 0.874
C -1.994 -2.037 -1.280
H 0.758 -2.117 -0.919
H -2.521 0.023 -1.301
C 0.372 -1.012 1.708
C 2.313 0.005 2.444
H 2.846 3.563 -0.902
C -2.982 -0.965 -1.125
C -0.388 2.694 -0.448
H 0.726 2.747 -2.399
Tm 1.511 0.877 0.156
H -1.063 -3.640 -0.183
H 2.373 -1.987 1.384
H -2.581 -3.014 0.528
F 3.421 0.590 -0.455
H -0.325 -1.770 1.349
H 3.364 0.191 2.682
C 1.796 -1.140 1.760
H 2.009 3.743 1.675
C 1.416 3.394 0.835
C 1.854 3.312 -0.530
H -1.264 -1.217 -3.076
H -3.803 -1.090 -1.858
*
```

Atom charges from the natural (NBO) analysis, given in e for atoms 1 to 2:
1. C -0.360
2. O -0.933


Below is a structure of composition C15H20I2N3OV in a non-equilibrium geometry, with properties calculated with ωB97M-V/def2-TZVPD.

Calculated values
- Energy: -64286.0321 eV
- Strongest force on any atom: 4.31 eV Å⁻¹
- E_LUMO (alpha / beta): 4.8 / 4.7 eV
- Gap between HOMO and LUMO (alpha / beta): 3.718 / 3.702 eV

Geometry as ORCA input:
```
! wB97M-V def2-TZVPD RIJCOSX def2/J DEFGRID3
* xyz -2 3
H -1.386 2.213 1.633
H -2.007 -0.538 -0.650
N 0.108 -0.095 0.934
I 3.207 -1.198 0.621
C 2.156 0.820 -3.450
H -0.745 2.926 3.142
C 0.046 -1.306 -2.254
H -0.564 -3.714 2.171
N 0.805 1.036 -2.947
H -1.587 3.004 -1.892
C 0.193 2.260 -2.997
C -0.335 -0.322 2.178
H -0.674 -2.619 0.767
H 2.901 1.091 -2.683
C -0.525 -0.736 4.905
H 1.568 -2.099 -3.486
C 0.173 0.202 -2.013
C -0.614 0.564 4.397
H 0.346 -1.082 -4.348
C -0.558 0.796 3.029
H 2.299 -0.231 -3.711
H -0.526 -0.890 5.984
C 0.495 -1.818 -3.549
C -0.434 -1.832 4.044
H -3.001 0.725 -1.427
O -0.558 -1.993 -1.409
I 2.163 2.500 -0.053
H 0.361 2.357 1.859
C -0.361 -1.656 2.670
V 1.332 0.101 -0.224
H -0.723 1.422 5.058
H -0.050 -2.735 -3.803
H -0.412 -2.844 4.439
C -2.082 0.531 -0.853
C -0.590 2.142 2.391
C -0.175 -2.789 1.728
H 2.288 1.441 -4.349
H 0.890 -2.945 1.505
N -0.941 0.970 -1.629
C -0.880 2.229 -2.161
H 0.526 3.035 -3.665
H -2.128 1.079 0.099
*
```

Atom charges from the natural (NBO) analysis, given in e for atoms 1 to 2:
1. H 0.200
2. H 0.261